(1)
ORCA calculation (the ωB97M-V functional and the def2-TZVPD basis) on a cluster of 2 separate species, C10H15N2O in total at a distorted geometry.

Summary:
E ... -15630.8911 eV
Highest occupied orbital energy ... -10.73 eV
ΔE to the lowest compared entry with this formula, charge and spin ... 253.1 kJ/mol
Total charge ... +1
Lowest unoccupied orbital energy ... -0.0996 Ha
HOMO-LUMO gap ... 0.295 Ha

Last column: natural (NBO) charge in e.
Cartesian coordinates (Å):
C  3.25059  0.61790  -1.10992  -0.203
C  3.14549  0.89341  0.25596  -0.172
C  2.45350  -0.34515  -1.67170  -0.187
C  2.21171  0.24534  1.02084  -0.290
C  1.45301  -0.93432  -0.98445  -0.264
C  1.37235  -0.63888  0.41788  0.272
C  -2.26921  -0.04550  -1.62295  -0.141
C  -2.63790  -1.20492  -0.61360  -0.262
C  -1.76345  0.77953  0.48193  0.141
C  -1.15358  1.57578  1.59779  -0.647
N  -1.79886  0.94935  -0.85258  -0.382
N  -2.13334  -0.68965  0.65174  -0.547
O  0.48918  -1.48023  1.17468  -0.760
H  4.00797  1.09922  -1.65489  0.228
H  3.92573  1.57061  0.74290  0.238
H  2.66239  -0.59834  -2.70245  0.228
H  1.96537  0.43297  2.01155  0.228
H  0.94637  -1.77295  -1.28293  0.216
H  -2.18397  0.04662  -2.63428  0.230
H  -3.71011  -1.11245  -0.59380  0.229
H  -2.23171  -2.19482  -0.86046  0.250
H  -1.03043  0.68972  2.35537  0.233
H  -1.91555  2.37813  1.92242  0.250
H  -0.20949  1.93028  1.36317  0.238
H  -1.63835  1.94876  -1.12816  0.461
H  -2.92810  -0.87955  1.22323  0.438
H  -1.24930  -1.07862  1.01114  0.476
H  0.96968  -2.18225  1.48156  0.500

(2)
ORCA calculation (the ωB97M-V functional and the def2-TZVPD basis) on an isolated molecule of C10H15N2P at a distorted geometry.

Summary:
E ... -22875.8445 eV
Multiplicity ... 3
Highest occupied orbital energy (spin up / spin down) ... -3.79 / -8.61 eV
ΔE to the lowest compared entry with this formula, charge and spin ... 162.6 kJ/mol
Total charge ... 0
Lowest unoccupied orbital energy (spin up / spin down) ... 0.0329 / -0.0571 Ha
HOMO-LUMO gap (spin up / spin down) ... 0.172 / 0.259 Ha

Last column: natural (NBO) charge in e.
Cartesian coordinates (Å):
C  0.68983  1.70583  -3.35435  -0.169
C  1.61812  1.72883  -2.34238  -0.228
C  -0.56237  1.04408  -3.24944  -0.350
C  1.38611  0.97771  -1.17368  -0.282
C  -0.79895  0.34800  -2.11334  -0.198
C  0.17055  0.30762  -1.04924  0.059
C  0.24497  -0.60072  2.46281  -0.229
C  -1.31102  -0.90590  2.29214  -0.711
C  0.65093  1.60999  1.63740  -0.422
C  -0.97008  -2.90454  0.55974  -0.969
N  -0.10491  -0.29551  0.11234  -0.450
N  0.71782  0.23546  1.35101  -0.277
P  -1.56107  -1.13445  0.45420  0.994
H  0.92463  2.07331  -4.42122  0.203
H  2.56511  2.35168  -2.49046  0.218
H  -1.19871  0.88919  -4.23012  0.208
H  2.14666  0.78413  -0.52049  0.213
H  -1.76476  -0.33149  -2.04763  0.219
H  0.43725  -0.26337  3.46621  0.221
H  0.67912  -1.55886  2.35395  0.196
H  -1.51808  -1.78088  2.84085  0.228
H  -1.98842  -0.10342  2.65711  0.222
H  1.74005  1.93948  1.90561  0.201
H  0.33328  2.14709  0.82322  0.222
H  0.02949  1.81287  2.49835  0.176
H  -1.72691  -3.61180  0.26716  0.237
H  -0.59733  -3.29606  1.53513  0.220
H  -0.23131  -3.16828  -0.22490  0.247

(3)
ORCA calculation (the ωB97M-V functional and the def2-TZVPD basis) on an isolated molecule of C10H15N3 at a distorted geometry.

Summary:
E ... -15079.6609 eV
Highest occupied orbital energy ... -8.56 eV
ΔE to the lowest compared entry with this formula, charge and spin ... 410.1 kJ/mol
Total charge ... 0
Lowest unoccupied orbital energy ... 0.0310 Ha
HOMO-LUMO gap ... 0.345 Ha
SMILES string ... CC[C@@]1(n2cc(C)cn2)C/C1=N/C

Last column: natural (NBO) charge in e.
Cartesian coordinates (Å):
C  -0.65352  -2.90659  0.05781  -0.595
C  -1.28773  -1.60867  0.62493  -0.404
C  -0.93983  -0.38185  -0.12526  0.072
N  0.35953  0.22533  -0.01418  -0.187
C  1.55916  -0.31988  -0.23763  -0.044
C  2.45944  0.71844  -0.18956  -0.141
C  3.88500  0.58162  -0.17134  -0.622
C  1.72241  1.86691  0.26401  -0.036
N  0.46324  1.54997  0.30607  -0.252
C  -1.57880  -0.26848  -1.68855  -0.464
C  -1.93554  0.61757  -0.58401  0.273
N  -2.63771  1.66213  -0.38700  -0.342
C  -2.55373  2.22664  0.91967  -0.435
H  -0.79032  -3.78813  0.81869  0.213
H  0.39456  -2.70112  -0.10107  0.197
H  -1.18497  -3.18722  -0.82407  0.208
H  -0.95932  -1.48911  1.77042  0.214
H  -2.32022  -1.72061  0.55774  0.220
H  1.78673  -1.38549  -0.37385  0.220
H  4.25396  -0.32315  -0.85056  0.213
H  4.46022  1.46759  -0.46658  0.225
H  4.20800  0.27560  0.95576  0.210
H  2.06253  2.73737  0.58826  0.198
H  -2.09848  -1.14694  -2.01144  0.223
H  -0.86624  0.05587  -2.44547  0.231
H  -3.60543  2.42966  1.25774  0.197
H  -2.21794  3.20380  0.71600  0.217
H  -1.98502  1.60875  1.63345  0.190

(4)
ORCA calculation (the ωB97M-V functional and the def2-TZVPD basis) on a cluster of 2 separate species, C10H15N3O in total at a distorted geometry.

Summary:
E ... -17125.9744 eV
Highest occupied orbital energy ... -8.84 eV
ΔE to the lowest compared entry with this formula, charge and spin ... 421.9 kJ/mol
Total charge ... 0
Lowest unoccupied orbital energy ... 0.0116 Ha
HOMO-LUMO gap ... 0.336 Ha

Last column: natural (NBO) charge in e.
Cartesian coordinates (Å):
C  -4.48602  -1.39367  -0.72463  0.224
C  -3.57341  1.59338  -0.73434  0.216
C  -2.04349  -1.28322  -0.06467  -0.140
C  -3.29288  -0.88296  -0.25061  -0.170
C  4.31396  -0.68811  -1.03468  -0.227
C  -0.89338  -0.61027  0.67533  -0.431
C  0.45108  -0.51153  -0.17445  -0.373
C  1.33713  0.36902  0.79521  -0.424
C  2.70770  0.61098  0.26588  -0.053
C  -3.97104  1.02833  0.49314  -0.041
N  -5.63569  -1.58267  -0.81835  -0.355
N  -3.10053  1.95025  -1.72272  -0.283
N  -5.30314  1.08121  0.67404  -0.768
O  3.06612  -0.60681  -0.34988  -0.556
H  -1.71254  -2.26455  -0.30023  0.204
H  4.60713  0.35541  -1.29214  0.163
H  4.05838  -1.24566  -1.87794  0.188
H  5.05692  -1.11925  -0.48801  0.171
H  -0.63577  -1.36673  1.43166  0.214
H  -1.04060  0.38983  1.05126  0.202
H  0.14676  0.04282  -1.07286  0.210
H  0.76421  -1.56446  -0.40113  0.224
H  0.87955  1.30800  1.08911  0.210
H  1.47622  -0.21454  1.70208  0.201
H  3.38629  1.15763  0.94768  0.177
H  2.74308  1.39547  -0.59363  0.143
H  -3.42078  1.01565  1.44377  0.252
H  -5.86271  0.82796  -0.20991  0.425
H  -5.57256  0.67749  1.59461  0.399

(5)
ORCA calculation (the ωB97M-V functional and the def2-TZVPD basis) on an isolated molecule of C10H15N3O at a distorted geometry.

Summary:
E ... -17124.1335 eV
Highest occupied orbital energy ... -7.51 eV
ΔE to the lowest compared entry with this formula, charge and spin ... 599.5 kJ/mol
Total charge ... 0
Lowest unoccupied orbital energy ... -0.0173 Ha
HOMO-LUMO gap ... 0.259 Ha
SMILES string ... CC(C)(C)/N=N\C1=C(N=O)CC=CC1

Last column: natural (NBO) charge in e.
Cartesian coordinates (Å):
C  1.86196  -0.79437  -0.45661  -0.633
C  1.99856  0.69484  -0.82326  0.084
C  3.18528  1.34345  0.02134  -0.584
C  2.08536  1.10385  -2.28313  -0.604
N  0.86913  1.58645  -0.42266  -0.010
N  -0.18136  1.21522  0.01160  -0.061
C  -1.19581  0.46775  0.37989  0.269
C  -1.96930  -0.46735  -0.34929  -0.063
N  -2.11689  -0.32781  -1.64643  0.010
O  -2.87506  -1.07966  -2.29610  -0.445
C  -2.86307  -1.51855  0.28747  -0.494
C  -2.73200  -1.62443  1.75314  -0.152
C  -2.00241  -0.78356  2.45533  -0.225
C  -1.53652  0.51746  1.86283  -0.467
H  0.86390  -1.08447  -0.39499  0.228
H  2.41230  -1.33579  -1.19780  0.226
H  2.32602  -0.95842  0.52559  0.213
H  4.11117  0.94752  -0.10740  0.213
H  3.15598  2.38917  -0.28070  0.215
H  2.87437  1.29045  1.00420  0.202
H  2.45963  0.13018  -2.78306  0.219
H  1.16338  1.44051  -2.65284  0.237
H  2.89601  1.86333  -2.41018  0.221
H  -3.97069  -1.36349  -0.10408  0.246
H  -2.45033  -2.47354  -0.07257  0.242
H  -3.27398  -2.57300  2.21079  0.218
H  -1.84593  -0.81293  3.59383  0.222
H  -0.77228  1.12228  2.35561  0.229
H  -2.47741  1.08490  1.81946  0.247

(6)
ORCA calculation (the ωB97M-V functional and the def2-TZVPD basis) on a structure of composition C10H15N3OPZn at a distorted geometry.

Summary:
E ... -74832.7307 eV
Highest occupied orbital energy (spin up / spin down) ... -0.78 / -0.78 eV
Total charge ... -1
Lowest unoccupied orbital energy (spin up / spin down) ... 0.0905 / 0.0905 Ha
HOMO-LUMO gap (spin up / spin down) ... 0.119 / 0.119 Ha

Last column: natural (NBO) charge in e.
Cartesian coordinates (Å):
C  2.39904  1.46713  -1.60879  -0.980
C  3.24469  2.44405  -1.12419  -0.313
C  3.07381  3.07473  0.13070  -0.308
C  2.01411  2.82718  1.03479  -0.317
C  1.02044  1.89639  0.80974  -0.920
Zn  0.90711  0.50324  -0.64789  1.433
P  0.88663  -1.17842  -2.38156  -0.038
H  2.61451  1.15711  -2.64482  0.117
H  4.06674  2.80209  -1.75626  0.152
H  3.78656  3.86580  0.39662  0.159
H  0.21580  1.90405  1.56346  0.123
H  1.96454  3.45674  1.93195  0.145
H  1.06837  -2.53496  -2.01442  -0.033
H  1.87080  -1.06023  -3.39346  0.023
H  -0.27684  -1.30136  -3.18183  -0.039
C  -4.18987  -0.23880  0.77573  -0.399
N  -2.80269  -0.71749  0.78397  -0.410
C  -2.52194  -1.96009  1.27648  0.075
C  -1.21924  -2.44541  1.27001  -0.384
C  -0.20520  -1.65051  0.74091  0.437
N  -0.49834  -0.41549  0.24381  -0.699
C  -1.78352  0.06398  0.26910  0.753
O  -2.02138  1.16073  -0.20780  -0.603
N  1.12556  -2.13399  0.70506  -0.829
H  -4.88977  -0.99505  1.19487  0.196
H  -4.50649  -0.02720  -0.26830  0.222
H  -4.27292  0.68661  1.38179  0.225
H  -3.30748  -2.59369  1.67142  0.206
H  -1.00572  -3.43520  1.65500  0.217
H  1.35406  -3.07826  1.04906  0.391
H  1.88862  -1.54368  0.34481  0.400